No. 1
Formula: C5H17N8O7Pb2
Source: OMol25
Level of theory: the ωB97M-V functional and the def2-TZVPD basis

Its multiplicity is 1. As for the HOMO energy: -15.90 eV. As for the calculated total energy: -1550.1409 Ha. Its net charge is +3.

CARTESIAN COORDINATES (ANGSTROEM)
Pb -8.6864 29.0345 8.6464
Pb -5.4653 24.7283 8.3693
O -8.1935 25.8372 11.7541
C -8.2467 25.8819 10.4134
O -7.5030 24.9870 9.8509
O -8.9289 26.7696 9.8447
H -7.3320 25.3665 11.8520
C -4.9438 24.5046 13.5492
O -5.2602 24.6011 14.7162
N -3.6610 24.6833 13.1266
N -5.7789 23.7972 12.6782
H -3.3964 24.6596 12.1634
H -2.9985 24.9198 13.8482
H -6.5548 23.3734 13.1618
H -5.4481 23.6284 11.7470
C -11.7402 27.6885 7.7565
O -10.9095 28.6136 8.0632
N -11.7228 26.5138 8.4100
N -12.5747 27.8250 6.7350
H -12.3082 25.7371 8.1507
H -10.9919 26.3645 9.0839
H -12.5550 28.7365 6.3014
H -13.1735 27.0912 6.3951
C -8.6492 21.8423 11.7291
O -8.6626 20.7104 12.1280
N -9.6153 22.7716 12.0392
N -7.6226 22.3821 10.9401
H -10.2389 22.5477 12.7956
H -9.5561 23.6775 11.6205
H -7.6396 23.3557 10.6562
H -7.0135 21.7236 10.4842
C -7.1367 26.5325 15.1260
O -6.5801 26.5580 16.2064
N -6.5904 27.1300 14.0298
N -8.2656 25.8302 14.8482
H -5.7628 27.6832 14.1595
H -7.1614 27.0864 13.2095
H -8.5281 25.7044 13.8874
H -8.5239 25.1695 15.5646

Here are the Mulliken charges for atoms 1 to 4, given in e: 1.54 1.47 -0.43 0.64

No. 2
Formula: C5H17NO2
Source: OMol25
Level of theory: the ωB97M-V functional and the def2-TZVPD basis

Its multiplicity is 1. The relative energy (zero: lowest compared OMol25 entry of this formula, charge and spin) is 21.9 kcal per mole. As for the HOMO energy: -8.66 eV. As for the calculated total energy: -405.9076 Ha. As for the SMILES: CC[C@@H](C)CN.O.O.

CARTESIAN COORDINATES (ANGSTROEM)
C -2.0443 0.6385 1.6779
C -0.9261 -0.3816 1.5375
C -0.3295 -0.3764 0.0990
C -0.1018 0.9613 -0.5802
C 0.9793 -1.2029 -0.0391
N 1.2459 -1.6173 -1.4280
H -2.7137 0.4667 2.5354
H -1.7699 1.6819 1.7975
H -2.6965 0.7391 0.7965
H -0.1978 -0.0347 2.3046
H -1.3242 -1.3930 1.6129
H -1.0149 -1.0198 -0.4585
H -1.0324 1.5161 -0.7372
H 0.5527 1.6193 -0.0080
H 0.2739 0.7150 -1.5837
H 1.7912 -0.6840 0.4700
H 0.8661 -2.1433 0.5383
H 0.6349 -1.2615 -2.1504
H 1.2419 -2.6227 -1.4966
O 0.1163 -0.3930 -4.1733
H 0.9173 0.1597 -4.1172
H -0.5551 0.1576 -3.7542
O 2.0506 1.4351 2.0027
H 1.5119 0.9506 2.6323
H 2.5241 2.0894 2.5219

Here are the Mulliken charges for atoms 1 to 4, given in e: -1.37 -0.18 0.47 -1.15